Molecular formula: C2H3MgO3
Method: DFT, ωB97M-V/def2-TZVPD

The geometry in XYZ format:
```
9
C2H3MgO3 | OMol25 | ωB97M-V/def2-TZVPD
O -1.39 -0.94 1.18
C -0.48 -0.64 0.35
O 0.04 0.60 0.57
O -0.19 -1.27 -0.67
Mg -2.49 -2.66 0.84
C 0.95 1.11 -0.39
H 0.47 1.21 -1.38
H 1.25 2.10 -0.03
H 1.84 0.47 -0.48
```

Computed properties:
Net charge   -1
HOMO-LUMO gap   0.194 hartree
Electronic energy   -13711.659 eV
LUMO energy   0.1342 Ha

Löwdin atomic charge list, values in e, 8 entries: -0.307, -0.845, -0.077, -0.068, 0.154, -0.105, 0.086, 0.078